Entry 1:
This record from the OMol25 dataset describes C26H19AuFN4O8S as an isolated structure in a non-equilibrium geometry. The level of theory is wB97M-V/def2-TZVPD.

XYZ file:
```
60
Properties=species:S:1:pos:R:3:mulliken_charge:R:1
Au -0.841 2.751 1.129 0.59
O -3.251 2.138 -5.966 -0.48
C -4.042 1.549 -5.055 0.59
O -5.013 0.940 -5.400 -0.54
C -3.661 1.673 -3.601 0.94
C -2.536 2.341 -3.137 -1.19
C -2.259 2.380 -1.779 -0.40
C -3.088 1.743 -0.865 1.58
C -4.231 1.088 -1.331 -0.61
C -4.507 1.058 -2.682 -1.16
N -2.709 1.774 0.513 -0.27
C -3.343 1.135 1.411 0.39
C -2.922 1.166 2.824 0.09
C -3.539 0.368 3.772 -0.53
C -3.086 0.422 5.083 -0.38
C -2.051 1.282 5.401 -0.58
C -1.494 2.058 4.387 -0.35
N -1.919 1.988 3.133 -0.30
H -2.509 2.606 -5.575 0.29
H -1.843 2.842 -3.802 0.18
H -1.379 2.903 -1.420 0.23
H -4.909 0.593 -0.648 0.28
H -5.387 0.553 -3.057 0.47
H -4.214 0.526 1.176 0.30
H -4.354 -0.289 3.488 0.38
H -3.542 -0.196 5.845 0.45
H -1.675 1.357 6.413 0.40
H -0.690 2.758 4.585 0.48
F 0.829 -3.045 1.874 -0.34
C 1.221 -2.030 1.102 1.03
C 2.221 -1.162 1.660 -0.74
N 2.083 0.956 -0.062 0.11
C 2.763 2.247 -0.332 -0.76
C 1.919 3.460 0.122 0.70
O 1.991 4.481 -0.520 -0.64
O 1.201 3.202 1.184 -0.82
C 1.020 0.654 -0.895 0.15
O 0.790 1.285 -1.894 -0.60
N 0.240 -0.505 -0.665 0.22
C 0.103 -1.585 0.185 0.35
O -0.911 -2.219 0.191 -0.55
H 2.496 -1.412 2.681 0.35
H 2.954 2.362 -1.391 0.36
H 3.684 2.257 0.248 0.43
H -0.518 -0.513 -1.337 0.21
O 5.558 -5.898 -1.572 -0.44
C 5.427 -4.593 -1.823 0.50
O 6.014 -4.055 -2.706 -0.46
C 4.504 -3.785 -0.930 0.96
C 4.214 -4.142 0.395 -1.08
C 3.379 -3.365 1.143 -0.53
C 2.766 -2.185 0.601 0.91
S 2.076 0.616 1.606 -0.03
C 3.140 -1.819 -0.737 0.09
C 3.988 -2.604 -1.467 -1.28
H 4.971 -6.225 -0.881 0.32
H 4.669 -5.012 0.853 0.39
H 3.148 -3.647 2.163 0.47
H 2.769 -0.903 -1.167 0.34
H 4.282 -2.322 -2.469 0.53
```

Its HOMO energy is -0.411 Ha. Its max |F| is 1.33 eV Å⁻¹. For the calculated total energy, the calculation gives -66847.343 eV. The charge is +1.

Entry 2:
This record from the OMol25 dataset describes an isolated ion of composition C26H19ClF17N2O5 and charge +1 in a non-equilibrium geometry. The level of theory is wB97M-V/def2-TZVPD.

XYZ file:
```
70
Properties=species:S:1:pos:R:3:mulliken_charge:R:1
C -0.527 3.540 1.437 -1.55
C -1.096 2.051 1.751 0.83
C -1.281 1.707 3.270 0.13
C -0.941 2.727 4.492 -1.10
O 0.491 2.848 4.746 -0.17
O 1.218 2.123 3.865 -0.25
C -1.834 0.276 3.636 -0.09
O -1.927 0.026 5.070 -0.52
C -0.643 -0.428 5.482 0.40
N 0.515 -0.660 5.743 -0.41
C -2.250 -0.791 2.543 -0.01
C -2.812 -2.222 2.943 0.25
C -3.033 -2.703 4.448 -0.31
C -3.980 -3.974 4.662 -0.65
O -3.739 -4.443 6.039 -0.48
N -3.142 -3.156 1.866 0.08
C -3.017 -2.800 0.456 -0.98
C -2.477 -1.408 -0.047 -0.11
C -2.453 -1.271 -1.631 -0.97
C -1.011 -1.842 -2.140 -0.80
C -0.627 -1.386 -3.617 0.69
F -0.953 -0.035 -3.941 -0.27
F -1.426 -2.206 -4.512 -0.35
C 0.900 -1.629 -4.055 0.54
F 1.038 -0.967 -5.331 -0.27
F 1.075 -3.038 -4.275 -0.30
C 2.007 -1.191 -2.981 0.60
F 2.048 -2.253 -1.996 -0.34
F 1.509 -0.046 -2.296 -0.20
C 3.510 -1.060 -3.534 0.28
F 3.681 -1.842 -4.738 -0.29
F 4.375 -1.726 -2.589 -0.28
C 3.991 0.420 -3.908 0.69
F 5.188 0.260 -4.699 -0.32
F 3.052 1.042 -4.813 -0.29
C 4.193 1.443 -2.693 0.79
F 4.093 0.833 -1.385 -0.30
F 3.068 2.352 -2.734 -0.30
C 5.579 2.252 -2.684 0.35
F 5.575 3.108 -1.524 -0.28
F 6.698 1.360 -2.529 -0.24
C 5.846 3.201 -3.950 0.69
F 6.897 2.676 -4.780 -0.23
F 4.739 3.401 -4.804 -0.21
F 6.286 4.469 -3.488 -0.23
C -2.043 -0.354 1.024 1.25
C -1.452 1.023 0.596 0.66
C -1.154 1.547 -0.876 0.31
C -2.507 2.308 -1.389 0.43
O -2.352 3.012 -2.431 -0.48
Cl -4.129 2.177 -0.568 -0.11
H -0.096 4.063 2.353 0.46
H 0.333 3.513 0.658 0.28
H -1.378 4.175 0.992 0.32
H -1.294 3.772 4.131 0.41
H -1.523 2.476 5.443 0.32
H 1.628 2.703 3.179 0.30
H -1.982 -2.813 4.923 0.31
H -3.548 -1.819 4.997 0.27
H -5.112 -3.742 4.617 0.30
H -3.714 -4.889 3.997 0.28
H -2.818 -4.815 5.974 0.31
H -3.481 -4.122 2.054 0.29
H -3.338 -3.599 -0.316 0.35
H -3.233 -2.006 -2.077 0.52
H -2.720 -0.248 -2.052 0.34
H -1.099 -2.989 -2.124 0.62
H -0.256 -1.542 -1.327 0.34
H -0.344 2.375 -0.935 0.27
H -0.788 0.756 -1.620 -0.62
```

Its HOMO energy is -0.447 Ha. Its max |F| is 6.22 eV Å⁻¹. For the calculated total energy, the calculation gives -99184.110 eV. The charge is +1.

Entry 3:
This record from the OMol25 dataset describes C26H19ClKN6O3S as an isolated structure in a non-equilibrium geometry. The level of theory is wB97M-V/def2-TZVPD.

XYZ file:
```
57
Properties=species:S:1:pos:R:3:mulliken_charge:R:1
K -0.116 -0.513 0.359 0.86
Cl 4.472 4.376 0.936 -0.30
C 2.959 3.484 1.060 0.30
C 1.859 3.869 0.264 -0.49
C 0.674 3.195 0.350 -0.61
C 0.469 2.077 1.249 0.19
O -0.645 1.492 1.310 -1.00
C 1.636 1.692 2.022 1.07
C 1.619 0.577 2.945 -0.38
N 0.624 -0.214 3.105 -0.12
C 0.582 -1.169 4.113 -0.14
C 1.135 -1.022 5.362 -0.37
C 0.974 -2.012 6.362 -0.66
C 0.240 -3.136 6.127 -0.92
C -0.377 -3.315 4.861 1.02
C -1.191 -4.431 4.557 -0.57
C -1.778 -4.533 3.334 -0.72
C -1.544 -3.514 2.382 -0.19
N -0.787 -2.471 2.617 -0.11
C -0.206 -2.347 3.850 0.06
C 2.841 2.423 1.907 -0.88
H 1.969 4.706 -0.418 0.38
H -0.172 3.480 -0.265 0.41
H 2.550 0.415 3.513 0.41
H 1.671 -0.107 5.593 0.50
H 1.430 -1.859 7.334 0.36
H 0.104 -3.889 6.897 0.34
H -1.340 -5.195 5.313 0.38
H -2.409 -5.376 3.081 0.36
H -1.992 -3.574 1.390 0.46
H 3.694 2.121 2.506 0.36
N 0.654 4.177 -5.605 -0.58
C 0.698 2.968 -4.895 1.20
C 0.158 1.803 -5.446 -0.72
C 0.156 0.618 -4.735 -0.43
C 0.707 0.579 -3.455 -0.55
C 1.255 1.733 -2.902 -0.27
C 1.241 2.922 -3.616 -0.82
S 0.850 -0.924 -2.533 1.40
O 1.705 -0.570 -1.404 -0.81
O 1.344 -1.915 -3.457 -0.79
N -0.507 -1.366 -1.844 -0.71
C -1.770 -1.331 -2.318 0.36
N -2.725 -1.738 -1.420 -0.38
C -3.985 -1.647 -1.818 0.01
C -4.379 -1.188 -3.066 -0.88
C -3.343 -0.843 -3.915 0.02
N -2.063 -0.913 -3.577 -0.29
H 0.582 4.077 -6.602 0.23
H 1.351 4.851 -5.341 0.23
H -0.267 1.834 -6.444 0.24
H -0.262 -0.284 -5.163 0.43
H 1.690 1.693 -1.911 0.76
H 1.665 3.820 -3.176 0.24
H -4.733 -1.967 -1.094 0.37
H -5.418 -1.122 -3.357 0.36
H -3.549 -0.497 -4.926 0.39
```

Its HOMO energy is -0.162 Ha. Its max |F| is 1.78 eV Å⁻¹. For the calculated total energy, the calculation gives -82039.660 eV. The charge is -1.

Entry 4:
This record from the OMol25 dataset describes C26H19CrN3O5 as an isolated structure in a non-equilibrium geometry. The level of theory is wB97M-V/def2-TZVPD.

XYZ file:
```
54
Properties=species:S:1:pos:R:3:lowdin_spin:R:1
Cr -1.507 -0.087 0.976 3.61
O -5.451 -0.544 1.436 0.03
C -4.319 -0.193 1.182 0.01
N -3.143 -0.671 1.721 0.01
C -3.128 -1.729 2.601 0.01
O -4.072 -2.318 3.081 0.02
C -1.710 -2.072 2.922 0.03
C -1.383 -3.162 3.716 0.00
C -0.053 -3.432 3.985 0.02
C 0.909 -2.559 3.475 0.00
C 0.507 -1.497 2.698 0.02
N -0.774 -1.248 2.386 0.02
C -3.998 0.883 0.204 0.03
C -4.985 1.515 -0.540 0.00
C -4.637 2.521 -1.422 0.03
C -3.290 2.887 -1.496 0.00
C -2.368 2.219 -0.726 0.03
N -2.679 1.208 0.106 0.02
H -2.185 -3.776 4.097 0.00
H 0.235 -4.288 4.575 0.00
H 1.958 -2.713 3.673 0.00
H 1.235 -0.814 2.281 0.00
H -6.007 1.194 -0.406 0.00
H -5.378 3.013 -2.032 0.00
H -2.969 3.679 -2.154 0.00
H -1.319 2.476 -0.776 0.00
O 0.466 0.773 0.284 0.04
C 1.201 0.108 -0.761 0.00
C 0.317 -1.162 -1.158 0.01
O 0.749 -1.957 -1.965 0.01
O -0.802 -1.209 -0.588 0.06
C 1.306 1.010 -1.984 0.00
C 1.133 2.388 -1.880 0.00
C 1.123 3.188 -3.010 0.00
C 1.282 2.630 -4.265 0.00
C 1.490 1.267 -4.376 0.00
C 1.516 0.467 -3.248 0.00
C 2.551 -0.351 -0.231 0.00
C 3.254 -1.377 -0.854 0.00
C 4.414 -1.881 -0.293 0.00
C 4.915 -1.352 0.884 0.00
C 4.256 -0.293 1.480 0.00
C 3.084 0.201 0.933 0.00
H 0.956 1.579 0.494 0.00
H 0.996 2.875 -0.922 0.00
H 0.971 4.253 -2.901 0.00
H 1.241 3.254 -5.146 0.00
H 1.611 0.816 -5.350 0.00
H 1.648 -0.597 -3.353 0.00
H 2.863 -1.823 -1.751 0.00
H 4.917 -2.711 -0.767 0.00
H 5.811 -1.756 1.332 0.00
H 4.639 0.145 2.390 0.00
H 2.599 1.024 1.445 0.00
```

Its HOMO energy (spin up / spin down) is -0.267 / -0.330 Ha. Its max |F| is 2.75 eV Å⁻¹. For the calculated total energy, the calculation gives -70402.206 eV. Its expectation value of S² is 6.019. The charge is 0. As for the multiplicity: 5.